Entry 1:
Density functional theory data (the ωB97M-V functional and the def2-TZVPD basis) for C33H29Cl3IrN6O6S3 as an isolated structure in a non-equilibrium geometry.

Output
- Electronic energy: -4734.4016 Ha
- Energy above the lowest of the compared OMol25 structures with the same formula, charge and spin: 351.7 kJ/mol
- HOMO-LUMO gap (spin up / spin down): 0.236 / 0.234 Ha
- Highest occupied orbital energy (spin up / spin down): -4.54 / -4.50 eV

Structure (ORCA input):
```
! wB97M-V def2-TZVPD RIJCOSX def2/J DEFGRID3
* xyz -1 1
Ir 0.541 0.911 3.292
N -3.739 0.248 2.508
C -2.534 0.314 3.151
S -1.889 1.913 3.333
N -2.031 -0.770 3.652
N -0.816 -0.667 4.210
C -0.358 -1.650 4.917
C 0.857 -1.573 5.656
C 1.436 -2.726 6.206
C 2.601 -2.679 6.934
C 3.220 -1.444 7.157
C 2.682 -0.293 6.649
C 1.489 -0.295 5.873
O 1.000 0.806 5.455
H -3.954 1.101 2.017
H -3.912 -0.603 1.996
H -0.954 -2.564 4.973
H 0.945 -3.675 6.029
H 3.034 -3.585 7.336
H 4.138 -1.407 7.730
H 3.158 0.662 6.806
C 2.320 -5.430 -2.816
C 1.936 -4.242 -1.986
C 1.002 -4.334 -0.961
C 0.634 -3.212 -0.236
C 1.199 -1.989 -0.538
C 2.144 -1.888 -1.544
C 2.514 -3.008 -2.262
S 0.676 -0.473 0.308
O -0.759 -0.542 0.495
O 1.100 0.585 -0.592
N 1.369 -0.504 1.747
C 2.773 -0.688 1.729
C 3.576 0.394 2.591
O 4.791 0.344 2.468
O 2.889 1.144 3.297
H 1.724 -6.302 -2.565
H 3.370 -5.678 -2.668
H 2.180 -5.205 -3.873
H 0.553 -5.292 -0.736
H -0.106 -3.260 0.548
H 2.552 -0.915 -1.771
H 3.248 -2.930 -3.051
H 3.175 -0.642 0.712
H 3.050 -1.646 2.188
Cl -2.227 3.045 -7.996
C -1.939 2.840 -6.308
C -2.850 3.337 -5.393
C -2.605 3.161 -4.045
C -1.462 2.514 -3.592
C -1.234 2.353 -2.102
C -0.514 3.611 -1.564
N 0.251 3.320 -0.386
C 1.579 3.557 -0.165
C 1.858 3.073 1.076
N 0.728 2.534 1.607
C -0.213 2.693 0.708
O -2.458 2.214 -1.404
C -2.909 0.869 -1.271
C -3.138 0.230 -2.610
C -2.255 -0.591 -3.254
Cl -0.808 -1.254 -2.604
S -2.759 -0.953 -4.877
C -4.185 -0.010 -4.664
C -4.251 0.544 -3.431
C -0.542 2.061 -4.534
Cl 0.938 1.333 -4.028
C -0.781 2.206 -5.893
H -3.735 3.851 -5.730
H -3.305 3.528 -3.311
H -0.586 1.492 -1.893
H -1.274 4.367 -1.333
H 0.161 4.000 -2.330
H 2.206 4.025 -0.893
H 2.780 3.067 1.622
H -1.229 2.367 0.801
H -3.856 0.949 -0.732
H -2.198 0.292 -0.668
H -4.882 0.069 -5.472
H -5.065 1.157 -3.091
H -0.066 1.831 -6.605
*
```



Entry 2:
Density functional theory data (the ωB97M-V functional and the def2-TZVPD basis) for one molecule with the formula C18H30N4O2.

Output
- Electronic energy: -1073.4281 Ha
- SMILES string: CCCCNCC(=O)Nc1ccc(NC(=O)CNCCCC)cc1
- Energy above the lowest of the compared OMol25 structures with the same formula, charge and spin: 33.1 kJ/mol
- HOMO-LUMO gap: 0.317 Ha
- Highest occupied orbital energy: -7.94 eV

Structure (ORCA input):
```
! wB97M-V def2-TZVPD RIJCOSX def2/J DEFGRID3
* xyz 0 1
C 1.162 5.716 -0.321
C 2.111 5.598 -1.507
C 3.442 4.972 -1.097
C 4.456 4.904 -2.250
N 4.140 4.026 -3.360
C 4.059 2.619 -3.027
C 2.672 2.197 -2.528
O 1.668 2.753 -2.917
N 2.700 1.155 -1.652
C 1.629 0.505 -1.025
C 1.909 -0.636 -0.275
C 0.898 -1.315 0.371
C -0.419 -0.867 0.286
N -1.402 -1.595 0.957
C -2.738 -1.384 1.026
O -3.348 -0.470 0.518
C -3.434 -2.450 1.879
N -2.667 -3.683 1.917
C -2.981 -4.583 3.014
C -4.387 -5.194 2.971
C -4.670 -6.125 4.150
C -3.861 -7.416 4.107
C -0.698 0.277 -0.457
C 0.315 0.955 -1.106
H 1.600 6.329 0.464
H 0.946 4.732 0.090
H 0.223 6.171 -0.629
H 2.295 6.589 -1.931
H 1.639 4.982 -2.274
H 3.885 5.563 -0.291
H 3.261 3.967 -0.706
H 5.426 4.583 -1.854
H 4.584 5.906 -2.671
H 3.259 4.303 -3.786
H 4.252 2.047 -3.945
H 4.837 2.376 -2.300
H 3.605 0.752 -1.452
H 2.927 -0.993 -0.200
H 1.127 -2.200 0.947
H -1.099 -2.436 1.440
H -4.461 -2.558 1.502
H -3.496 -2.051 2.897
H -2.776 -4.177 1.035
H -2.852 -4.024 3.946
H -2.231 -5.378 2.989
H -4.509 -5.746 2.036
H -5.122 -4.386 2.981
H -5.733 -6.377 4.143
H -4.462 -5.596 5.083
H -4.025 -7.938 3.166
H -2.797 -7.219 4.210
H -4.161 -8.074 4.919
H -1.714 0.630 -0.523
H 0.088 1.836 -1.683
*
```



Entry 3:
Density functional theory data (the ωB97M-V functional and the def2-TZVPD basis) for an isolated ion of composition C3H4N5O2S and charge +1 in a non-equilibrium geometry.

Output
- Electronic energy: -938.6751 Ha
- SMILES string: N#[N+][C@@]1(N)N=C[C@H]([N+](=O)[O-])S1
- Energy above the lowest of the compared OMol25 structures with the same formula, charge and spin: 443.8 kJ/mol
- HOMO-LUMO gap: 0.284 Ha
- Highest occupied orbital energy: -14.22 eV

Structure (ORCA input):
```
! wB97M-V def2-TZVPD RIJCOSX def2/J DEFGRID3
* xyz 1 1
N -1.222 3.549 -0.177
N -1.277 2.443 -0.191
C -0.967 1.087 -0.207
N -1.806 0.240 -0.811
N 0.503 0.933 -0.804
C 1.327 0.314 -0.078
C 0.993 -0.125 1.346
N 0.981 -1.708 1.202
O 1.955 -2.248 1.564
O -0.008 -2.148 0.706
S -0.576 0.536 1.740
H -1.407 -0.640 -0.802
H -2.719 0.233 -0.726
H 2.209 0.138 -0.581
H 1.797 0.300 1.912
*
```



Entry 4:
Density functional theory data (the ωB97M-V functional and the def2-TZVPD basis) for C10H10BrFPb as an isolated structure in a non-equilibrium geometry.

Output
- Electronic energy: -3253.7775 Ha
- HOMO-LUMO gap: 0.224 Ha
- Highest occupied orbital energy: -0.55 eV

Structure (ORCA input):
```
! wB97M-V def2-TZVPD RIJCOSX def2/J DEFGRID3
* xyz -2 1
C 1.589 1.301 -1.549
C 2.452 0.661 -0.588
C 2.400 -0.766 -0.841
H 2.988 1.179 0.199
C 1.519 -0.999 -1.954
C 0.996 0.276 -2.387
H 0.268 0.472 -3.192
H 1.383 2.378 -1.625
H 2.940 -1.507 -0.277
H 1.202 -1.953 -2.357
Pb 0.025 -1.402 0.823
Br 1.521 -0.621 3.351
C -2.399 0.476 1.073
C -2.531 0.655 -0.365
C -1.739 1.814 -0.728
H -3.055 0.003 -1.081
C -1.106 2.318 0.472
C -1.556 1.515 1.583
H -1.216 1.645 2.606
H -2.843 -0.338 1.632
H -1.588 2.194 -1.757
H -0.398 3.161 0.495
F -1.188 -2.841 -0.282
*
```



Entry 5:
Density functional theory data (the ωB97M-V functional and the def2-TZVPD basis) for C14H30GeNO8Re as an isolated structure in a non-equilibrium geometry.

Output
- Electronic energy: -3362.6008 Ha
- Energy above the lowest of the compared OMol25 structures with the same formula, charge and spin: 2.8 kJ/mol
- HOMO-LUMO gap (spin up / spin down): 0.303 / 0.273 Ha
- ⟨S²⟩: 2.0414
- Highest occupied orbital energy (spin up / spin down): -16.63 / -16.89 eV

Structure (ORCA input):
```
! wB97M-V def2-TZVPD RIJCOSX def2/J DEFGRID3
* xyz 2 3
Re 0.480 -0.360 -0.359
C -0.815 -1.689 3.513
C 0.424 -1.431 2.642
C 1.506 -0.721 3.492
C 0.953 -2.752 2.084
O 0.038 -0.513 1.637
Ge -2.058 0.183 1.342
O -0.984 1.345 0.227
C -0.802 2.766 0.433
C -1.404 3.100 1.800
C -1.557 3.503 -0.674
C 0.688 3.092 0.409
O -1.504 -1.045 -0.312
C -2.373 -1.737 -1.187
C -2.066 -3.240 -1.064
C -2.154 -1.276 -2.632
C -3.801 -1.439 -0.718
H -0.562 -2.340 4.346
H -1.588 -2.175 2.909
H -1.205 -0.748 3.911
H 1.790 -1.360 4.323
H 1.114 0.218 3.877
H 2.383 -0.512 2.884
H 0.869 -3.529 2.839
H 2.002 -2.698 1.805
H 0.385 -3.060 1.208
H -2.484 2.908 1.792
H -1.251 4.147 2.045
H -0.928 2.490 2.574
H -2.599 3.187 -0.695
H -1.110 3.300 -1.640
H -1.526 4.575 -0.504
H 1.215 2.523 1.171
H 0.837 4.151 0.602
H 1.122 2.861 -0.560
H -1.037 -3.432 -1.361
H -2.729 -3.805 -1.713
H -2.215 -3.564 -0.037
H -1.169 -1.575 -2.988
H -2.254 -0.191 -2.690
H -2.900 -1.732 -3.276
H -3.965 -1.832 0.291
H -4.520 -1.901 -1.388
H -3.974 -0.357 -0.715
C 0.532 2.070 -4.078
O 0.293 1.753 -2.667
C 0.524 0.635 -2.192
O 0.896 -0.455 -2.521
H -0.402 2.471 -4.470
H 0.844 1.190 -4.635
H 1.307 2.836 -4.092
O 2.099 -1.825 -0.452
N 3.039 -0.976 -0.438
O 4.176 -1.236 -0.473
O 2.573 0.211 -0.372
*
```



Entry 6:
Density functional theory data (the ωB97M-V functional and the def2-TZVPD basis) for one molecule with the formula C15H13NO4S.

Output
- Electronic energy: -1333.3178 Ha
- SMILES string: O=C(CNC(=O)c1cccs1)OCC(=O)c1ccccc1
- Energy above the lowest of the compared OMol25 structures with the same formula, charge and spin: 77.4 kJ/mol
- HOMO-LUMO gap: 0.346 Ha
- Highest occupied orbital energy: -9.21 eV

Structure (ORCA input):
```
! wB97M-V def2-TZVPD RIJCOSX def2/J DEFGRID3
* xyz 0 1
O 1.602 -0.773 -0.337
C 1.902 0.084 -1.127
C 2.805 1.271 -0.781
N 2.206 1.997 0.315
C 0.858 2.105 0.389
O 0.130 1.632 -0.469
C 0.327 2.829 1.545
C -1.000 3.033 1.812
C -1.219 3.765 2.994
C -0.059 4.112 3.614
S 1.323 3.551 2.770
O 1.571 0.089 -2.406
C 0.598 -0.875 -2.810
C 0.671 -2.189 -2.007
O 1.584 -2.959 -2.194
C -0.502 -2.521 -1.163
C -0.779 -3.872 -0.954
C -1.863 -4.255 -0.188
C -2.671 -3.292 0.394
C -2.386 -1.948 0.212
C -1.312 -1.557 -0.566
H 3.780 0.891 -0.474
H 2.909 1.905 -1.668
H 2.791 2.340 1.058
H -1.776 2.662 1.169
H -2.193 4.023 3.368
H 0.072 4.666 4.522
H -0.388 -0.410 -2.733
H 0.827 -1.101 -3.855
H -0.131 -4.607 -1.408
H -2.075 -5.304 -0.038
H -3.517 -3.588 0.998
H -3.006 -1.199 0.683
H -1.081 -0.507 -0.664
*
```



Entry 7:
Density functional theory data (the ωB97M-V functional and the def2-TZVPD basis) for C7H15Cl12OY as an isolated structure in a non-equilibrium geometry.

Output
- Electronic energy: -5910.8348 Ha
- HOMO-LUMO gap: 0.171 Ha
- Highest occupied orbital energy: -15.16 eV

Structure (ORCA input):
```
! wB97M-V def2-TZVPD RIJCOSX def2/J DEFGRID3
* xyz 2 1
Y -0.153 1.737 3.749
C 0.031 -0.166 0.583
O -0.394 0.393 1.810
H 0.771 0.490 0.126
H 0.511 -1.142 0.649
H -0.814 -0.220 -0.103
C 0.256 3.084 -1.147
Cl -0.327 4.613 -1.767
Cl 1.487 3.396 0.106
H -0.571 2.522 -0.713
H 0.674 2.449 -1.927
C -3.780 1.344 -0.357
Cl -4.070 1.097 1.375
Cl -3.977 -0.173 -1.328
H -4.416 2.136 -0.753
H -2.768 1.716 -0.520
C -2.928 -2.460 1.985
Cl -4.662 -2.474 1.852
Cl -2.344 -3.039 3.560
H -2.502 -2.881 1.074
H -2.601 -1.427 1.863
C 3.697 0.867 2.184
Cl 3.135 -0.813 1.912
Cl 2.548 1.921 3.100
H 4.726 0.890 2.542
H 3.813 1.357 1.218
C -0.641 -2.433 -2.578
Cl 0.291 -3.422 -1.462
Cl 0.148 -0.915 -2.993
H -0.760 -3.066 -3.457
H -1.593 -2.139 -2.135
C 3.300 -0.696 -1.728
Cl 4.791 -1.540 -1.182
Cl 3.567 1.005 -1.979
H 2.973 -1.199 -2.638
H 2.581 -0.813 -0.917
*
```



Entry 8:
Density functional theory data (the ωB97M-V functional and the def2-TZVPD basis) for a 3-piece molecular cluster, C32H65NO4 overall in a non-equilibrium geometry.

Output
- Electronic energy: -1613.5317 Ha
- SMILES string: CCCCCCCCCCCCCCCC[C@@H](N)OC(=O)CCCCCC.C1CCOC1.C1CCOC1
- HOMO-LUMO gap: 0.377 Ha
- Highest occupied orbital energy: -9.56 eV

Structure (ORCA input):
```
! wB97M-V def2-TZVPD RIJCOSX def2/J DEFGRID3
* xyz 0 1
C -2.711 6.372 -0.080
C -2.315 5.125 -1.122
C -3.263 3.856 -0.695
C -3.258 2.602 -1.759
C -4.605 1.663 -1.671
C -5.044 1.224 -0.155
C -4.254 -0.077 0.452
C -3.948 -1.273 -0.626
C -2.415 -1.219 -1.264
C -1.274 -1.265 -0.087
C 0.284 -1.365 -0.674
C 1.153 -2.206 0.450
C 2.247 -1.302 1.275
C 1.592 -0.120 2.212
C 2.680 1.134 2.202
C 2.194 2.441 3.069
C 2.816 3.777 2.282
N 4.323 3.800 2.404
O 2.296 3.910 0.913
C 3.351 4.228 -0.062
O 3.468 5.531 -0.438
C 4.372 3.169 -0.785
C 4.472 3.327 -2.427
C 3.872 2.002 -3.237
C 2.276 1.695 -2.842
C 1.392 2.703 -3.834
C -0.122 2.814 -3.201
H -2.599 7.429 -0.571
H -3.838 6.213 0.265
H -2.016 6.305 0.863
H -1.170 4.907 -0.944
H -2.471 5.509 -2.219
H -2.868 3.438 0.340
H -4.377 4.221 -0.544
H -2.287 1.931 -1.637
H -3.210 3.002 -2.883
H -5.497 2.336 -2.092
H -4.485 0.783 -2.433
H -4.948 2.085 0.650
H -6.199 0.939 -0.187
H -3.321 0.314 1.042
H -4.979 -0.551 1.273
H -4.009 -2.297 -0.031
H -4.790 -1.303 -1.471
H -2.358 -0.275 -1.963
H -2.298 -2.224 -1.898
H -1.543 -2.180 0.621
H -1.276 -0.305 0.609
H 0.264 -1.905 -1.736
H 0.644 -0.252 -0.821
H 1.786 -3.007 -0.169
H 0.456 -2.865 1.161
H 2.995 -0.785 0.512
H 2.877 -1.991 1.981
H 1.574 -0.527 3.318
H 0.506 0.198 1.913
H 3.673 0.737 2.678
H 2.890 1.373 1.074
H 2.774 2.395 4.104
H 1.039 2.514 3.247
H 2.415 4.706 2.915
H 4.664 3.257 3.231
H 4.712 4.776 2.404
H 4.156 2.039 -0.572
H 5.453 3.385 -0.327
H 5.592 3.429 -2.758
H 3.855 4.252 -2.795
H 4.550 1.053 -3.136
H 3.855 2.286 -4.384
H 2.053 1.856 -1.703
H 1.949 0.603 -3.146
H 1.383 2.305 -4.943
H 1.901 3.763 -3.728
H -0.916 2.221 -3.834
H -0.523 3.913 -3.083
H -0.089 2.333 -2.112
C -4.566 -6.536 -1.762
C -5.883 -5.963 -1.304
C -5.448 -4.695 -0.602
O -4.254 -4.245 -1.256
C -3.785 -5.291 -2.118
H -4.658 -7.236 -2.597
H -4.079 -7.058 -0.929
H -6.502 -5.715 -2.174
H -6.454 -6.634 -0.658
H -5.202 -4.886 0.448
H -6.209 -3.910 -0.645
H -3.979 -4.984 -3.152
H -2.707 -5.420 -1.989
C 5.354 -5.390 3.980
C 4.586 -4.699 5.078
C 3.750 -3.705 4.303
O 3.490 -4.290 3.019
C 4.333 -5.440 2.864
H 5.728 -6.377 4.260
H 6.207 -4.771 3.678
H 3.935 -5.421 5.585
H 5.223 -4.227 5.830
H 4.295 -2.769 4.139
H 2.804 -3.474 4.801
H 3.701 -6.331 2.944
H 4.794 -5.427 1.872
*
```



Question: Which of these has the highest electronic energy?
Answer: C3H4N5O2S



Copy entry 3 word for word.
Density functional theory data (the ωB97M-V functional and the def2-TZVPD basis) for an isolated ion of composition C3H4N5O2S and charge +1 in a non-equilibrium geometry.

Output
- Electronic energy: -938.6751 Ha
- SMILES string: N#[N+][C@@]1(N)N=C[C@H]([N+](=O)[O-])S1
- Energy above the lowest of the compared OMol25 structures with the same formula, charge and spin: 443.8 kJ/mol
- HOMO-LUMO gap: 0.284 Ha
- Highest occupied orbital energy: -14.22 eV

Structure (ORCA input):
```
! wB97M-V def2-TZVPD RIJCOSX def2/J DEFGRID3
* xyz 1 1
N -1.222 3.549 -0.177
N -1.277 2.443 -0.191
C -0.967 1.087 -0.207
N -1.806 0.240 -0.811
N 0.503 0.933 -0.804
C 1.327 0.314 -0.078
C 0.993 -0.125 1.346
N 0.981 -1.708 1.202
O 1.955 -2.248 1.564
O -0.008 -2.148 0.706
S -0.576 0.536 1.740
H -1.407 -0.640 -0.802
H -2.719 0.233 -0.726
H 2.209 0.138 -0.581
H 1.797 0.300 1.912
*
```